Formula: C46H127N15O21
Source: OMol25
Level of theory: wB97M-V/def2-TZVPD

The value obtained for the total energy is -4229.95103 Eh. Its largest force on an atom is 3.32 eV Å⁻¹.

```
! RIJCOSX wB97M-V def2-TZVPD def2/J DEFGRID3
* xyz 0 1
H 19.269 -11.395 1.458
N 14.660 -12.632 7.634
N 18.008 -22.395 10.152
N 22.899 -16.079 11.134
O 27.106 -7.213 8.322
H 22.915 -16.575 12.016
C 21.568 -23.482 14.095
C 20.033 -20.808 6.232
C 18.851 -10.267 3.606
H 12.091 -13.180 6.678
N 14.420 -20.609 8.606
N 26.437 -10.593 8.256
H 20.936 -15.614 11.133
H 20.825 -13.599 2.932
H 23.584 -16.853 6.243
O 18.584 -14.147 7.004
H 19.002 -9.387 2.979
H 25.644 -14.050 -0.459
H 17.454 -9.851 9.260
C 19.412 -13.291 6.209
H 19.662 -15.813 10.302
O 20.020 -19.540 9.883
H 28.069 -8.900 7.643
H 24.600 -15.203 10.147
C 19.173 -15.350 7.443
O 23.993 -12.871 -0.363
C 18.113 -16.068 8.290
C 20.670 -13.034 2.009
H 22.712 -15.707 8.349
H 13.443 -14.951 8.560
C 14.475 -15.116 8.245
C 15.424 -20.647 7.751
H 20.939 -24.345 13.861
H 17.246 -16.445 7.740
C 25.906 -9.309 7.873
C 18.960 -18.904 10.680
H 20.416 -13.784 1.256
H 13.961 -9.981 6.976
H 18.349 -19.684 17.873
O 15.632 -9.926 8.348
H 24.618 -10.902 9.401
O 23.694 -13.185 8.173
O 24.988 -13.073 11.715
H 18.701 -21.436 16.156
H 20.449 -13.452 6.509
H 22.165 -17.758 10.105
H 11.683 -16.352 6.745
C 24.615 -12.257 7.670
H 25.307 -12.981 7.233
H 21.605 -20.305 7.324
H 19.624 -13.502 10.082
O 20.885 -22.402 14.731
O 19.855 -11.260 3.410
H 22.021 -23.320 13.111
C 18.470 -22.526 14.469
H 20.113 -15.219 7.987
N 18.706 -20.770 6.281
C 23.249 -16.612 8.647
C 22.445 -12.726 8.616
H 13.516 -20.979 8.365
H 21.523 -10.830 5.678
H 14.576 -11.742 5.711
H 21.921 -12.212 7.804
H 23.881 -17.729 10.358
C 11.977 -12.884 5.635
H 24.151 -11.210 11.998
C 24.848 -11.883 12.503
H 19.072 -9.927 4.618
H 25.482 -8.856 8.770
H 19.398 -18.232 11.421
O 23.637 -8.520 5.353
H 26.959 -10.971 7.477
O 16.163 -23.244 11.165
H 10.328 -15.816 3.462
O 17.423 -21.481 18.641
H 14.591 -20.297 9.548
O 22.789 -17.712 7.845
H 15.604 -15.842 11.287
H 27.156 -8.200 6.468
C 20.994 -20.103 10.709
H 17.575 -15.407 8.973
H 24.494 -12.113 13.509
C 23.846 -13.879 11.775
H 17.510 -18.627 9.087
H 14.553 -16.072 7.725
H 19.868 -20.884 13.953
H 12.940 -12.510 5.283
N 20.599 -20.352 7.343
H 21.834 -20.024 10.014
H 23.469 -11.114 -1.131
H 15.802 -13.476 10.076
H 15.673 -18.163 6.612
N 15.065 -20.917 6.509
H 14.955 -18.889 5.094
O 15.249 -14.941 9.469
H 10.376 -14.722 6.333
H 19.290 -13.581 5.162
N 22.005 -12.427 1.722
C 11.597 -17.262 6.140
H 20.064 -20.108 8.166
O 11.525 -13.918 4.746
H 17.895 -10.785 3.517
H 25.264 -9.321 6.990
H 25.899 -12.544 0.470
H 9.471 -14.128 4.959
N 17.952 -21.600 15.494
H 12.979 -18.277 7.329
C 24.112 -15.230 11.120
O 20.041 -15.270 11.013
C 22.904 -9.472 5.079
H 15.783 -20.828 5.809
H 19.125 -24.289 11.079
H 16.048 -14.125 7.153
C 18.069 -18.043 9.820
C 27.122 -8.363 7.552
H 18.867 -12.600 11.046
H 15.162 -12.361 8.472
O 16.587 -20.354 8.047
H 17.371 -17.603 10.535
H 19.159 -21.218 17.824
H 14.476 -14.190 6.268
O 18.972 -12.792 10.110
H 19.919 -22.235 12.868
H 22.612 -11.983 9.399
H 19.109 -12.248 6.284
N 18.891 -17.039 9.132
H 25.804 -11.367 12.576
H 26.325 -5.444 8.596
C 25.403 -12.990 -0.395
C 10.412 -14.605 5.248
C 14.962 -14.022 7.230
H 20.689 -21.117 10.973
H 19.571 -17.479 8.523
C 10.353 -15.971 4.543
H 22.453 -18.283 5.920
C 23.028 -17.091 10.101
C 15.158 -11.677 6.637
H 17.222 -11.244 8.210
H 25.857 -12.480 -1.249
H 22.739 -13.122 1.733
H 19.003 -22.290 10.050
H 9.430 -16.516 4.750
H 17.268 -23.321 16.577
N 22.752 -9.960 3.840
C 16.478 -21.662 17.527
H 18.629 -12.627 2.442
H 26.634 -5.667 6.908
H 22.385 -23.728 14.771
C 26.265 -6.184 7.796
H 23.555 -14.076 12.812
N 11.462 -16.897 4.747
H 24.173 -18.474 6.449
H 17.761 -25.048 11.881
H 16.138 -22.455 15.540
H 25.238 -6.538 7.705
C 19.553 -12.063 2.277
H 15.027 -16.896 9.911
H 17.524 -9.699 7.486
H 17.373 -21.744 9.716
H 12.886 -18.983 5.751
C 23.414 -11.610 -0.157
H 14.129 -21.126 6.207
C 17.370 -23.325 10.886
H 13.917 -15.804 10.771
H 18.094 -20.640 7.080
C 17.008 -10.181 8.323
H 21.364 -19.547 11.573
N 18.147 -24.313 11.314
C 15.197 -17.983 5.645
H 18.877 -20.336 19.448
N 22.050 -10.021 5.960
H 21.526 -10.765 0.596
C 12.901 -18.021 6.267
H 18.362 -19.675 11.169
H 12.352 -16.417 4.653
H 22.200 -9.687 6.899
C 16.944 -22.322 16.264
H 23.164 -9.325 3.175
H 10.683 -17.733 6.508
H 18.328 -21.179 5.439
H 15.701 -22.287 17.963
C 19.787 -21.972 13.919
H 16.110 -20.671 17.251
C 25.325 -11.449 8.780
H 16.138 -11.919 6.207
H 24.282 -16.303 8.475
H 19.432 -15.917 6.543
H 25.753 -12.239 9.398
O 14.042 -17.212 5.932
H 15.912 -17.399 5.065
H 11.405 -11.953 5.587
H 23.972 -10.896 0.457
C 21.998 -11.734 0.425
H 18.487 -23.611 14.593
H 21.396 -12.183 -0.372
H 15.480 -9.580 6.278
H 24.893 -15.741 11.694
O 16.148 -12.690 10.530
O 20.637 -21.100 5.235
H 24.182 -11.704 6.831
C 15.027 -10.187 7.067
H 21.780 -13.531 8.928
H 17.833 -22.392 13.589
H 23.056 -13.308 11.280
H 17.077 -12.649 10.270
H 22.051 -10.647 3.605
C 18.521 -20.594 18.453
C 23.269 -17.865 6.506
C 14.946 -15.936 10.425
*
```

Atomic partial charges in e from the Löwdin method, atoms 1 to 99:
1 H 0.12
2 N -0.02
3 N 0.18
4 N -0.07
5 O -0.19
6 H 0.12
7 C -0.12
8 C -0.77
9 C -0.08
10 H 0.08
11 N 0.20
12 N -0.06
13 H -0.01
14 H 0.11
15 H 0.08
16 O -0.21
17 H 0.09
18 H 0.09
19 H 0.10
20 C -0.07
21 H -0.01
22 O -0.25
23 H 0.11
24 H 0.10
25 C -0.20
26 O -0.19
27 C -0.14
28 C -0.19
29 H 0.11
30 H 0.12
31 C -0.14
32 C -0.70
33 H 0.08
34 H 0.11
35 C -0.21
36 C -0.16
37 H 0.12
38 H 0.12
39 H 0.09
40 O -0.17
41 H 0.11
42 O -0.21
43 O -0.20
44 H 0.06
45 H 0.07
46 H 0.09
47 H 0.10
48 C -0.21
49 H 0.12
50 H 0.10
51 H 0.00
52 O -0.18
53 O -0.24
54 H 0.08
55 C -0.20
56 H 0.11
57 N 0.16
58 C -0.19
59 C -0.10
60 H 0.12
61 H 0.08
62 H 0.08
63 H 0.06
64 H 0.12
65 C -0.09
66 H 0.08
67 C -0.09
68 H 0.08
69 H 0.12
70 H 0.12
71 O 0.00
72 H 0.11
73 O -0.01
74 H 0.12
75 O -0.20
76 H 0.12
77 O -0.23
78 H 0.10
79 H 0.11
80 C -0.12
81 H 0.11
82 H 0.08
83 C -0.23
84 H 0.09
85 H 0.09
86 H 0.12
87 H 0.06
88 N 0.18
89 H 0.09
90 H 0.12
91 H -0.02
92 H 0.07
93 N 0.18
94 H 0.07
95 O -0.26
96 H 0.11
97 H 0.08
98 N -0.05
99 C -0.22

=====

Formula: C5H8O2
Source: OMol25
Level of theory: wB97M-V/def2-TZVPD

The energy above the lowest of the compared OMol25 structures with the same formula, charge and spin is 73.3 kcal per mole. The value obtained for the total energy is -345.68818 Eh. Its SMILES is CC#CC(C)(O)O. Its largest force on an atom is 5.25 eV Å⁻¹.

```
! RIJCOSX wB97M-V def2-TZVPD def2/J DEFGRID3
* xyz 0 1
C -1.688 1.266 0.086
H 3.251 -0.795 -0.960
H -2.749 1.310 0.344
C 1.524 -0.214 0.050
C -1.276 -0.140 -0.015
O -1.761 -0.972 1.030
H -0.967 1.688 0.766
H 3.149 0.792 -0.076
C 2.958 -0.281 -0.070
H -0.895 -1.482 1.330
H 3.573 -0.752 0.744
C 0.284 -0.067 0.065
O -1.613 -0.701 -1.374
H -1.609 1.754 -0.775
H -2.181 -1.406 -1.144
*
```

Now the natural (NBO) charges, all in e:
1 C -0.63
2 H 0.24
3 H 0.22
4 C 0.03
5 C 0.49
6 O -0.71
7 H 0.23
8 H 0.25
9 C -0.70
10 H 0.50
11 H 0.24
12 C -0.14
13 O -0.72
14 H 0.23
15 H 0.47

=====

Formula: C2H3FO2S
Source: OMol25
Level of theory: wB97M-V/def2-TZVPD

The energy above the lowest of the compared OMol25 structures with the same formula, charge and spin is 22.9 kcal per mole. The value obtained for the total energy is -726.37179 Eh. Its largest force on an atom is 6.81 eV Å⁻¹. As for the expectation value of S²: 2.01.

```
! RIJCOSX wB97M-V def2-TZVPD def2/J DEFGRID3
* xyz 0 3
O 0.144 1.408 0.060
H -0.862 -0.754 -0.519
F 0.117 1.005 -2.547
O 1.118 0.342 1.903
H 0.679 -1.599 0.075
S -0.790 1.823 -1.444
C -0.163 -1.009 0.441
H -0.659 -1.531 1.125
C 0.416 0.314 0.906
*
```

Now the natural (NBO) charges, all in e:
1 O -0.76
2 H 0.19
3 F -0.47
4 O -0.54
5 H 0.25
6 S 1.00
7 C -0.69
8 H 0.23
9 C 0.80

=====

Formula: C4H3IO2S
Source: OMol25
Level of theory: wB97M-V/def2-TZVPD

The energy above the lowest of the compared OMol25 structures with the same formula, charge and spin is 0.0 kcal per mole. The value obtained for the total energy is -1000.39980 Eh. Its SMILES is O=S1(=O)C=CC=C1I. Its largest force on an atom is 6.38 eV Å⁻¹.

```
! RIJCOSX wB97M-V def2-TZVPD def2/J DEFGRID3
* xyz 0 1
C -1.087 -0.662 0.684
C 1.068 -0.440 -0.761
O -0.075 1.781 -1.747
C 0.039 -1.415 0.385
H -1.943 1.312 0.410
O 1.297 1.893 0.299
H 0.285 -2.440 0.545
H -1.921 -1.127 1.198
C -1.097 0.655 0.373
S 0.362 1.178 -0.522
I 3.073 -0.734 -0.864
*
```

Now the natural (NBO) charges, all in e:
1 C -0.28
2 C -0.53
3 O -0.91
4 C -0.09
5 H 0.25
6 O -0.91
7 H 0.22
8 H 0.24
9 C -0.41
10 S 2.10
11 I 0.32

=====

Formula: C25H32F3N4ORhSe3
Source: OMol25
Level of theory: wB97M-V/def2-TZVPD

The energy above the lowest of the compared OMol25 structures with the same formula, charge and spin is 24.0 kcal per mole. The value obtained for the total energy is -8879.96933 Eh. Its largest force on an atom is 2.53 eV Å⁻¹.

```
! RIJCOSX wB97M-V def2-TZVPD def2/J DEFGRID3
* xyz 2 1
C -2.090 -2.057 -2.946
H -0.225 3.360 -2.005
C -3.503 -1.826 -0.557
Se 0.050 -4.370 -2.937
H 1.068 2.439 -2.831
H -5.151 -1.197 -1.777
C 0.817 -2.925 -0.880
C 2.895 -3.363 0.850
H 5.231 1.766 -0.118
Se 1.526 2.710 -0.354
C -1.497 -2.370 -1.729
C -4.853 3.058 -0.695
H -3.164 3.161 1.435
H 1.315 4.153 -2.378
H 3.651 -3.461 1.620
H 3.671 -1.651 -1.505
N -0.205 -2.983 -1.752
N -1.012 1.228 -0.275
H -4.063 -1.753 0.368
H -1.537 -2.152 -3.876
H 2.376 2.427 4.012
H -1.227 0.541 -2.201
H -3.895 -1.412 -3.901
H -2.359 -1.467 3.111
H 3.091 0.869 3.566
C -1.544 1.968 0.716
F -5.706 2.467 0.148
C -2.937 1.693 -1.600
H -1.720 -2.555 0.404
C -2.775 2.575 0.613
C 1.782 -3.977 -1.143
Se 3.469 0.030 0.316
H 5.138 -0.658 -1.429
O 0.757 -0.173 2.648
C 0.847 3.212 -2.101
H 2.345 1.905 2.335
N 0.960 -2.041 0.132
Rh 0.859 0.344 0.076
H 3.580 -4.955 -0.426
C -0.252 -1.099 3.105
H -0.099 -1.255 4.175
H 3.657 -0.030 -2.219
H -0.040 -2.044 2.608
C 4.051 -0.638 -1.409
C -1.674 -0.658 2.838
C 3.414 2.664 -0.836
C 2.270 1.558 3.360
C 4.181 1.830 0.162
C 2.865 -4.163 -0.238
H 4.146 2.237 1.167
N 1.565 -4.775 -2.160
F -4.801 4.353 -0.390
C -3.414 -1.638 -2.957
H 0.877 0.492 4.592
C -4.116 -1.519 -1.765
C -1.699 1.107 -1.411
H -1.954 0.212 3.437
C -3.486 2.425 -0.568
H 3.466 2.256 -1.844
C 0.938 0.906 3.585
H 2.028 -1.662 1.837
F -5.335 2.932 -1.931
H -1.820 -0.430 1.787
H -3.455 1.579 -2.540
C -2.188 -2.266 -0.529
H -0.947 2.072 1.610
H 3.785 3.689 -0.859
C 1.948 -2.323 0.986
H 0.126 1.629 3.473
*
```

Now the natural (NBO) charges, all in e:
1 C -0.25
2 H 0.24
3 C -0.17
4 Se 1.12
5 H 0.23
6 H 0.25
7 C 0.38
8 C -0.26
9 H 0.26
10 Se 0.51
11 C 0.15
12 C 0.97
13 H 0.26
14 H 0.25
15 H 0.27
16 H 0.22
17 N -0.49
18 N -0.45
19 H 0.24
20 H 0.23
21 H 0.24
22 H 0.22
23 H 0.25
24 H 0.23
25 H 0.22
26 C 0.04
27 F -0.31
28 C -0.18
29 H 0.24
30 C -0.21
31 C 0.07
32 Se 0.44
33 H 0.25
34 O -0.61
35 C -0.78
36 H 0.19
37 N -0.51
38 Rh 0.17
39 H 0.27
40 C -0.06
41 H 0.19
42 H 0.23
43 H 0.17
44 C -0.78
45 C -0.65
46 C -0.58
47 C -0.63
48 C -0.58
49 C -0.10
50 H 0.25
51 N -0.50
52 F -0.30
53 C -0.19
54 H 0.19
55 C -0.18
56 C 0.03
57 H 0.22
58 C -0.07
59 H 0.23
60 C -0.06
61 H 0.26
62 F -0.31
63 H 0.20
64 H 0.25
65 C -0.23
66 H 0.22
67 H 0.26
68 C 0.15
69 H 0.17

=====

Formula: C14H18O2
Source: OMol25
Level of theory: wB97M-V/def2-TZVPD

The energy above the lowest of the compared OMol25 structures with the same formula, charge and spin is 30.9 kcal per mole. The value obtained for the total energy is -694.65669 Eh. Its SMILES is C/C=C/C(=O)OC(C)(C)Cc1ccccc1. Its largest force on an atom is 5.57 eV Å⁻¹.

```
! RIJCOSX wB97M-V def2-TZVPD def2/J DEFGRID3
* xyz 0 1
H -1.879 -1.101 1.040
H -0.790 -1.535 -3.849
C -1.620 -1.060 -0.058
C -0.169 2.082 0.431
H -0.988 0.669 -2.942
C -1.491 1.357 -0.120
C 0.562 0.142 2.065
C 0.518 2.702 -0.769
H 2.197 -3.289 -0.112
O 0.824 1.144 1.011
H 1.063 1.879 -1.186
H 0.275 3.667 1.837
H -1.038 -3.538 -2.299
H 3.629 -2.190 -0.218
H 1.256 3.464 -0.436
H -1.487 -3.135 0.039
C 1.142 -1.248 1.837
H -0.980 2.571 2.426
H -2.138 2.014 -0.726
C -1.466 -2.336 -0.629
H 1.100 -2.019 2.558
C -1.268 0.068 -0.803
C 2.808 -2.573 0.471
C -1.058 -0.140 -2.197
C -0.893 -1.381 -2.728
H 3.242 -3.068 1.380
H -0.308 2.969 -1.491
H -2.106 1.011 0.784
C -0.587 3.070 1.590
H 2.011 -0.627 -0.020
C 1.914 -1.438 0.662
H -1.282 3.811 1.197
O 0.125 0.511 3.212
C -1.121 -2.455 -1.954
*
```

Now the natural (NBO) charges, all in e:
1 H 0.22
2 H 0.22
3 C -0.19
4 C 0.32
5 H 0.21
6 C -0.45
7 C 0.78
8 C -0.64
9 H 0.24
10 O -0.61
11 H 0.23
12 H 0.21
13 H 0.21
14 H 0.23
15 H 0.22
16 H 0.21
17 C -0.35
18 H 0.24
19 H 0.23
20 C -0.21
21 H 0.23
22 C -0.04
23 C -0.68
24 C -0.20
25 C -0.23
26 H 0.23
27 H 0.22
28 H 0.22
29 C -0.63
30 H 0.22
31 C -0.05
32 H 0.20
33 O -0.58
34 C -0.22